No. 1
This record from the OMol25 dataset describes a cluster of 2 separate species, C5H14O2 in total. The level of theory is ωB97M-V with the def2-TZVPD basis set.

The geometry in XYZ format:
```
21
Properties=species:S:1:pos:R:3:lowdin_charge:R:1
C 1.35 1.00 -1.46 -0.26
O 0.57 2.18 -1.21 -0.07
C 1.19 0.04 -0.28 -0.17
C 0.28 -1.16 -0.55 -0.46
C 0.19 -2.00 0.71 -0.09
C -1.11 -0.71 -0.99 -0.07
H 0.99 0.52 -2.37 0.11
H 2.40 1.26 -1.58 0.11
H 0.71 2.76 -1.96 0.08
H 2.18 -0.33 -0.01 0.12
H 0.78 0.57 0.57 0.12
H 0.76 -1.78 -1.32 0.14
H 1.17 -2.39 0.99 0.08
H -0.46 -2.86 0.59 0.07
H -0.23 -1.42 1.54 0.08
H -1.52 0.01 -0.29 0.08
H -1.06 -0.22 -1.96 0.07
H -1.78 -1.56 -1.07 0.08
H -2.11 1.38 3.11 0.03
H -2.49 2.70 3.78 0.03
O -1.82 2.02 3.76 -0.06
```

Computed properties:
Net charge ... 0
SMILES ... CC(C)CCO.O
Electronic energy ... -349.3691 Ha
Frontier orbital gap ... 11.06 eV

No. 2
This record from the OMol25 dataset describes a cluster of 2 separate species, C5H14O2SSi in total in a non-equilibrium geometry. The level of theory is ωB97M-V with the def2-TZVPD basis set.

The geometry in XYZ format:
```
23
Properties=species:S:1:pos:R:3:lowdin_charge:R:1
C 3.88 -1.80 -1.08 -0.24
C -1.84 -0.01 2.04 -0.19
C -1.46 2.68 0.39 -0.18
C -3.37 0.12 -0.77 -0.20
C 2.68 -0.97 -1.34 -0.39
O 1.96 -1.74 1.18 -0.56
O 0.86 0.37 0.21 -0.64
Si -2.02 0.86 0.33 0.95
S 2.16 -0.43 0.45 0.73
H 4.29 -2.37 -1.99 0.09
H 4.84 -1.14 -0.84 0.10
H 3.56 -2.41 -0.25 0.03
H -0.70 0.00 2.14 0.05
H -2.28 0.61 2.86 0.03
H -2.46 -0.95 2.01 0.04
H -0.47 2.73 -0.06 0.03
H -2.08 3.38 -0.16 0.03
H -1.37 3.01 1.41 0.03
H -4.35 0.50 -0.66 0.01
H -3.31 0.22 -1.85 0.02
H -3.33 -1.08 -0.59 0.10
H 1.98 -1.67 -1.77 0.07
H 2.83 0.12 -1.67 0.09
```

Computed properties:
Net charge ... 0
Electronic energy ... -1036.9323 Ha
Frontier orbital gap (spin up / spin down) ... 5.38 / 5.38 eV

No. 3
This record from the OMol25 dataset describes a cluster of 2 separate species, C5H14O3 in total in a non-equilibrium geometry. The level of theory is ωB97M-V with the def2-TZVPD basis set.

The geometry in XYZ format:
```
22
Properties=species:S:1:pos:R:3:lowdin_charge:R:1
O -0.50 -0.17 -0.69 -0.16
C -0.77 -0.18 -3.04 -0.10
C -1.30 -0.71 -1.74 -0.30
H -0.84 -0.51 0.17 -0.02
H 0.29 -0.48 -3.18 0.08
H -0.82 0.92 -3.06 0.08
H -1.36 -0.57 -3.89 0.08
H -2.36 -0.42 -1.60 0.12
H -1.26 -1.82 -1.72 0.12
O -0.72 -1.06 1.48 -0.07
O 1.82 -0.51 0.28 -0.11
C -0.34 0.04 2.31 -0.22
C 1.85 0.62 1.16 -0.24
C 0.46 1.10 1.56 -0.18
H 0.10 -1.35 1.04 0.10
H 1.47 -0.21 -0.58 0.09
H -1.29 0.48 2.68 0.13
H 0.24 -0.30 3.18 0.13
H 2.43 1.44 0.70 0.12
H 2.40 0.27 2.05 0.12
H -0.10 1.42 0.66 0.11
H 0.59 1.99 2.22 0.13
```

Computed properties:
Net charge ... 0
SMILES ... OCCCO.CCO
Electronic energy ... -424.5836 Ha
Frontier orbital gap ... 10.77 eV

What relative energy (zero: lowest compared OMol25 entry of this formula, charge and spin) values result from the calculations? In sequence: 0.183, 4.041, 0.616 eV.